Formula: C2H4N4O2
Source: the Open Molecules 2025 dataset
Level of theory: ωB97M-V with the def2-TZVPD basis set

E_tot, Eh: -448.03272
F_max, hartree/bohr: 0.089
Frontier orbital gap, hartree: 0.369
HOMO level, eV: -9.5723
Total charge: 0
Structure (SMILES): [H]/N=c1\oc(=O)[nH]n1N

XYZ file:
```
12
Properties=species:S:1:pos:R:3:forces:R:3:nbo_charge:R:1
H -2.3342 -0.4708 1.1482 -0.6 0.1 0.8 0.36
N -1.6507 0.2601 1.3463 2.7 -0.8 -3.6 -0.72
C -0.7687 -0.1072 0.4315 0.0 -0.3 1.6 0.63
O -0.8413 -1.3603 -0.2296 0.6 1.1 0.0 -0.50
C 0.2767 -1.4659 -1.0487 -1.8 1.9 0.7 0.86
O 0.6219 -2.3981 -1.6384 0.5 -3.2 -1.2 -0.54
N 0.8845 -0.2365 -1.1539 3.3 1.0 1.2 -0.46
N 0.4910 0.4337 0.0594 -2.0 0.4 1.3 -0.19
N 0.7232 1.8509 0.3554 -1.3 -1.8 3.3 -0.61
H 1.9599 -0.4902 -1.1019 -2.6 1.1 -0.2 0.41
H 0.8906 1.6795 1.4893 -0.4 1.2 -3.7 0.38
H -0.2529 2.3048 0.3424 1.7 -0.8 -0.1 0.37
```
Forces are in eV/Å.